w | {
  "formula": "C3H8FN",
  "method": "the ωB97M-V functional and the def2-TZVPD basis",
  "species": ["C", "C", "C", "H", "H", "H", "H", "H", "H", "H", "H", "N", "F"],
  "xyz": [[0.011, 1.394, -1.306], [0.458, -0.163, 0.547], [-0.121, -1.455, 1.193], [-0.669, 2.095, -1.686], [1.116, 1.806, -1.235], [-0.061, 0.732, -2.153], [-1.421, 0.269, -0.282], [1.001, -0.421, -0.332], [1.188, 0.258, 1.289], [-0.723, -1.230, 2.052], [0.658, -2.014, 1.651], [-0.467, 0.833, -0.108], [-0.971, -2.103, 0.368]],
  "homo_lumo_gap_ev": 9.79,
  "smiles": "CNCCF",
  "total_charge": 0
}

x | {
  "formula": "C3H8FN",
  "method": "the ωB97M-V functional and the def2-TZVPD basis",
  "species": ["C", "C", "C", "H", "H", "H", "H", "H", "H", "H", "H", "N", "F"],
  "xyz": [[-0.147, 1.220, 1.457], [0.127, -0.539, -0.176], [0.116, -1.037, -1.549], [-0.894, 2.081, 1.927], [0.005, 0.540, 2.372], [1.008, 1.544, 1.300], [-1.235, 1.121, -0.275], [1.147, -0.275, -0.176], [-0.012, -1.757, 0.219], [-0.821, -1.562, -1.435], [1.165, -1.762, -1.432], [-0.821, 0.430, 0.383], [0.362, -0.003, -2.616]],
  "homo_lumo_gap_ev": 10.30,
  "smiles": "CNCCF",
  "total_charge": 0
}

Of them, the most stable is w and the least stable is x.

w | {
  "formula": "C5H13NO2",
  "method": "the ωB97M-V functional and the def2-TZVPD basis",
  "species": ["C", "C", "N", "O", "H", "H", "H", "H", "H", "H", "H", "C", "C", "C", "O", "H", "H", "H", "H", "H", "H"],
  "xyz": [[-1.149, -1.785, -1.037], [-1.076, -0.271, -1.062], [-1.844, 0.347, -0.049], [-0.818, -2.232, 0.268], [-0.886, -3.191, 0.295], [-1.458, 1.302, 0.129], [-1.742, -0.159, 0.826], [-2.168, -2.094, -1.300], [-0.454, -2.192, -1.781], [0.085, 0.096, -0.880], [-1.335, 0.123, -2.047], [1.727, -0.192, 1.000], [0.590, 2.184, 0.616], [1.428, 0.855, -0.048], [2.170, 1.080, -0.973], [0.815, -0.740, 1.229], [2.460, -0.909, 0.612], [1.405, 2.719, 1.102], [-0.122, 2.002, 1.421], [0.262, 2.786, -0.229], [2.110, 0.272, 1.910]],
  "homo_lumo_gap_ev": 9.71,
  "smiles": "CC(C)=O.NCCO",
  "total_charge": 0
}

x | {
  "formula": "C5H13NO2",
  "method": "the ωB97M-V functional and the def2-TZVPD basis",
  "species": ["N", "C", "C", "C", "C", "C", "H", "H", "H", "H", "H", "H", "H", "H", "H", "H", "H", "O", "H", "H", "O"],
  "xyz": [[0.258, -1.611, 1.297], [-1.013, -2.220, 1.193], [-2.040, -1.660, 0.538], [-2.035, -0.522, -0.397], [-1.117, 0.358, -0.821], [-1.213, -3.485, 1.979], [0.974, -2.199, 0.892], [0.237, -0.735, 0.805], [-3.014, -2.113, 0.673], [-3.028, -0.441, -0.808], [-1.481, 1.117, -1.473], [-0.082, 0.356, -0.533], [-1.745, -4.217, 1.380], [-1.850, -3.272, 2.814], [-0.361, -3.995, 2.402], [1.923, 4.514, -0.705], [3.119, 4.859, 0.285], [2.873, 4.530, -0.579], [3.715, 3.193, -2.551], [2.779, 4.222, -3.110], [3.102, 3.320, -3.284]],
  "homo_lumo_gap_ev": 8.51,
  "smiles": "C=C/C=C(/C)N.O.O",
  "total_charge": 0
}

y | {
  "formula": "C5H13NO2",
  "method": "the ωB97M-V functional and the def2-TZVPD basis",
  "species": ["C", "C", "N", "C", "C", "C", "O", "H", "H", "H", "H", "H", "H", "H", "H", "H", "H", "H", "H", "H", "O"],
  "xyz": [[1.744, -0.325, -1.497], [0.298, 0.005, -1.318], [-0.338, -0.794, -0.355], [0.264, -0.813, 0.980], [-0.536, -0.186, 2.127], [-1.799, -0.786, -0.425], [-0.342, 0.680, -2.099], [1.795, -1.284, -2.025], [2.285, 0.413, -2.084], [2.316, -0.541, -0.597], [0.451, -1.841, 1.306], [1.210, -0.285, 0.979], [-0.759, 0.852, 1.841], [-1.538, -0.586, 2.258], [-0.045, -0.091, 3.086], [-2.114, -1.698, -0.943], [-2.204, 0.015, -1.026], [-2.300, -0.781, 0.534], [0.954, 3.228, 0.175], [0.105, 2.436, -0.888], [0.551, 2.381, -0.030]],
  "homo_lumo_gap_ev": 9.85,
  "smiles": "CCN(C)C(C)=O.O",
  "total_charge": 0
}

z | {
  "formula": "C5H13NO2",
  "method": "the ωB97M-V functional and the def2-TZVPD basis",
  "species": ["C", "C", "C", "C", "C", "N", "O", "O", "H", "H", "H", "H", "H", "H", "H", "H", "H", "H", "H", "H", "H"],
  "xyz": [[-0.688, 0.078, 0.532], [0.831, 0.119, 0.329], [-1.351, -1.766, -1.025], [1.569, 1.087, 1.255], [1.145, 0.518, -1.261], [-1.395, -0.371, -0.646], [-1.261, 1.329, 0.821], [-1.013, -0.734, 1.630], [-2.209, 1.151, 0.721], [-0.593, -0.289, 2.383], [-1.412, 0.308, -1.397], [1.255, -0.875, 0.518], [-2.300, -2.043, -1.496], [-1.214, -2.454, -0.188], [-0.543, -1.938, -1.744], [2.650, 1.038, 1.084], [1.377, 0.862, 2.310], [1.273, 2.126, 1.068], [0.548, 0.179, -2.110], [2.122, 0.072, -1.464], [1.209, 1.606, -1.320]],
  "homo_lumo_gap_ev": 9.66,
  "smiles": "CNC(O)(O)C(C)C",
  "total_charge": 0
}

Of them, the most stable is y and the least stable is w.